# 1
Molecular formula: C19H48HgO21S6
Method: DFT, ωB97M-V with the def2-TZVPD basis set

Element x y z (Å)
Hg: -23.241 -18.612 -4.705
C: -24.740 -16.400 -5.346
O: -25.281 -17.616 -5.255
O: -25.541 -15.466 -5.626
O: -23.472 -16.309 -5.186
O: -22.869 -22.706 -4.655
S: -21.828 -21.941 -4.037
O: -21.963 -20.513 -3.921
O: -21.460 -22.537 -2.577
C: -21.284 -23.969 -2.440
C: -20.976 -24.133 -0.976
C: -20.234 -22.288 -4.870
H: -20.514 -24.405 -3.079
H: -22.192 -24.470 -2.785
H: -21.782 -23.800 -0.321
H: -20.061 -23.610 -0.706
H: -20.879 -25.182 -0.684
H: -20.267 -22.170 -5.952
H: -20.124 -23.373 -4.831
H: -19.465 -21.731 -4.347
O: -25.673 -21.116 -7.854
S: -24.448 -20.341 -7.833
O: -23.935 -20.004 -6.534
O: -23.408 -21.234 -8.761
C: -23.074 -22.515 -8.207
C: -22.486 -23.349 -9.316
C: -24.590 -18.867 -8.874
H: -23.948 -23.014 -7.791
H: -22.330 -22.347 -7.426
H: -23.302 -23.782 -9.903
H: -21.896 -24.180 -8.930
H: -21.938 -22.801 -10.082
H: -23.586 -18.669 -9.243
H: -25.011 -18.065 -8.269
H: -25.228 -19.138 -9.712
O: -25.432 -17.223 -1.009
S: -24.033 -17.592 -0.977
O: -23.428 -18.242 -2.096
O: -23.137 -16.288 -0.666
C: -23.590 -15.416 0.398
C: -22.403 -15.187 1.342
C: -23.618 -18.543 0.570
H: -24.523 -15.668 0.894
H: -23.691 -14.512 -0.206
H: -21.586 -14.770 0.744
H: -21.951 -16.115 1.696
H: -22.615 -14.431 2.094
H: -24.335 -19.362 0.658
H: -23.780 -17.972 1.479
H: -22.656 -19.022 0.412
O: -21.425 -17.565 -8.792
S: -20.859 -17.901 -7.498
O: -21.647 -18.341 -6.390
O: -19.635 -19.008 -7.656
C: -19.073 -19.200 -8.994
C: -17.554 -18.995 -8.947
C: -19.940 -16.488 -6.887
H: -19.467 -18.421 -9.642
H: -19.430 -20.196 -9.247
H: -17.435 -18.026 -9.424
H: -17.106 -19.823 -9.501
H: -17.050 -19.045 -7.984
H: -19.176 -16.113 -7.561
H: -19.593 -16.705 -5.879
H: -20.676 -15.706 -6.677
O: -26.865 -20.020 -2.584
S: -25.706 -20.796 -2.938
O: -24.646 -20.174 -3.708
O: -25.039 -21.393 -1.590
C: -25.899 -21.873 -0.546
C: -24.954 -22.548 0.470
C: -26.229 -22.282 -3.860
H: -26.569 -22.617 -0.974
H: -26.384 -21.024 -0.064
H: -24.483 -23.319 -0.139
H: -25.507 -23.018 1.283
H: -24.299 -21.829 0.954
H: -27.148 -22.617 -3.382
H: -25.514 -23.101 -3.840
H: -26.346 -21.910 -4.876
O: -19.016 -16.616 -3.163
S: -19.936 -17.737 -3.060
O: -21.137 -17.691 -3.846
O: -19.172 -19.115 -3.440
C: -17.750 -19.230 -3.492
C: -17.074 -18.332 -4.543
C: -20.343 -18.183 -1.361
H: -17.537 -20.269 -3.740
H: -17.361 -19.004 -2.497
H: -17.631 -18.352 -5.482
H: -16.132 -18.777 -4.877
H: -16.883 -17.332 -4.170
H: -19.372 -18.388 -0.916
H: -20.887 -19.106 -1.561
H: -20.935 -17.372 -0.948

Values from the calculation:
energy above the lowest of the compared OMol25 structures with the same formula, charge and spin: 84.6 kcal/mol
Kohn-Sham gap: 4.797 eV
HOMO: -5.12 eV

Löwdin atomic charge list, values in e, 4 entries: 1.20 -0.95 -0.20 -0.09


# 2
Molecular formula: C19H49AgF2N6O12S2
Method: DFT, ωB97M-V with the def2-TZVPD basis set

Element x y z (Å)
Ag: 0.947 1.733 -2.162
N: 0.056 0.512 -0.706
S: 0.647 -0.484 0.363
O: -0.045 -1.723 0.579
O: 1.341 0.110 1.502
F: 1.863 -0.911 -0.587
S: -1.465 0.575 0.042
O: -1.543 1.037 1.387
O: -2.377 -0.452 -0.343
F: -1.984 1.757 -0.914
C: 0.572 3.855 1.165
C: 0.050 4.433 -0.131
C: 0.060 5.959 -0.181
O: 0.907 4.005 -1.204
H: 1.651 4.007 1.249
H: 0.449 2.773 1.215
H: 0.113 4.339 2.028
H: -0.969 4.101 -0.345
H: -0.742 6.432 0.392
H: 0.159 6.377 -1.178
H: 0.887 6.286 0.464
H: 1.630 4.626 -1.334
C: -3.646 -1.625 2.352
C: -4.761 -2.366 3.120
C: -6.101 -1.802 2.809
O: -4.666 -3.754 2.785
H: -3.599 -0.572 2.636
H: -3.923 -1.642 1.296
H: -2.689 -2.128 2.468
H: -4.525 -2.352 4.189
H: -6.236 -1.685 1.726
H: -6.223 -0.775 3.165
H: -6.973 -2.388 3.098
H: -4.693 -3.757 1.817
C: 2.137 -6.494 2.346
C: 1.261 -6.226 1.135
C: 1.112 -4.734 0.862
O: 1.817 -6.892 -0.006
H: 2.167 -7.548 2.621
H: 1.804 -5.979 3.253
H: 3.169 -6.153 2.218
H: 0.245 -6.591 1.293
H: 2.109 -4.352 0.597
H: 0.807 -4.116 1.704
H: 0.470 -4.598 -0.007
H: 2.645 -6.403 -0.113
O: 3.001 1.869 -1.052
C: 4.139 1.810 -0.553
N: 5.124 2.528 -1.111
C: 4.459 0.964 0.620
H: 6.005 2.489 -0.625
H: 4.851 3.172 -1.832
H: 4.626 -0.083 0.372
H: 3.592 0.927 1.287
H: 5.178 1.387 1.324
O: 2.552 0.117 -3.133
C: 3.377 -0.571 -3.728
N: 3.471 -1.889 -3.534
C: 4.274 0.058 -4.782
H: 4.182 -2.469 -3.943
H: 2.904 -2.311 -2.814
H: 4.984 0.722 -4.282
H: 3.674 0.702 -5.419
H: 4.879 -0.667 -5.321
O: 4.274 -1.766 4.978
C: 3.457 -1.580 4.084
N: 3.242 -0.330 3.619
C: 2.531 -2.680 3.678
H: 3.909 0.365 3.912
H: 2.407 0.001 3.159
H: 2.393 -3.325 4.542
H: 2.987 -3.252 2.868
H: 1.552 -2.343 3.333
O: -0.771 2.981 -3.114
C: -1.669 3.792 -3.426
N: -2.900 3.715 -2.871
C: -1.417 4.734 -4.573
H: -3.035 3.182 -2.032
H: -3.437 4.549 -3.057
H: -0.504 5.288 -4.380
H: -2.261 5.425 -4.549
H: -1.381 4.141 -5.482
O: -6.086 1.956 -1.787
C: -5.479 0.939 -1.481
N: -4.662 0.322 -2.364
C: -5.747 0.235 -0.174
H: -4.713 0.760 -3.271
H: -4.179 -0.534 -2.169
H: -5.808 0.934 0.659
H: -5.096 -0.609 0.025
H: -6.794 -0.068 -0.270

Values from the calculation:
2S+1: 2
<S²>: 0.75
Kohn-Sham gap (spin up / spin down): 8.074 / 2.985 eV
net charge: +1
HOMO (spin up / spin down): -11.17 / -11.17 eV

Löwdin atomic charge list, values in e, 4 entries: 1.18 -0.32 0.50 -0.21


# 3
Molecular formula: C19H49AsF6MnO21S6
Method: DFT, ωB97M-V with the def2-TZVPD basis set

Element x y z (Å)
Mn: 4.867 9.335 16.296
O: 6.134 5.941 14.917
C: 5.614 7.096 15.284
O: 6.098 7.676 16.327
O: 4.702 7.695 14.668
H: 6.768 5.814 15.652
As: 9.761 4.101 17.023
F: 9.124 4.319 18.624
F: 8.261 4.823 16.447
F: 10.272 3.973 15.387
F: 11.221 3.427 17.594
F: 9.021 2.553 16.957
F: 10.466 5.677 17.093
O: -0.709 7.195 12.393
S: -0.498 5.939 13.020
O: -0.856 4.735 12.359
O: 1.050 5.891 13.378
C: 1.585 4.643 13.861
C: 2.998 4.897 14.333
C: -1.185 5.996 14.654
H: 1.567 3.899 13.067
H: 1.016 4.226 14.696
H: 3.632 5.275 13.535
H: 3.433 3.997 14.775
H: 3.030 5.582 15.186
H: -0.659 6.801 15.160
H: -1.028 5.037 15.141
H: -2.260 6.135 14.565
O: 1.088 11.473 15.562
S: 1.537 10.140 15.346
O: 2.935 9.836 15.530
O: 0.777 9.137 16.304
C: -0.410 9.631 16.992
C: -0.849 8.569 17.963
C: 1.016 9.526 13.774
H: -1.190 9.910 16.284
H: -0.124 10.515 17.558
H: -1.246 7.669 17.501
H: -1.608 9.001 18.619
H: -0.021 8.344 18.637
H: 1.519 10.062 12.977
H: -0.041 9.799 13.769
H: 1.120 8.449 13.858
O: 5.622 10.347 14.571
S: 5.192 10.635 13.226
O: 3.858 11.022 12.940
O: 6.101 11.798 12.695
C: 7.428 11.957 13.244
C: 8.060 13.193 12.650
C: 5.648 9.303 12.172
H: 8.030 11.072 13.013
H: 7.392 12.025 14.331
H: 7.369 14.032 12.693
H: 8.327 13.022 11.606
H: 8.990 13.397 13.177
H: 4.985 8.478 12.435
H: 6.656 8.999 12.454
H: 5.552 9.608 11.137
O: 7.116 1.428 9.530
S: 7.325 2.820 9.697
O: 6.578 3.768 8.960
O: 7.047 3.184 11.202
C: 7.723 2.432 12.236
C: 7.351 3.037 13.564
C: 9.058 3.144 9.526
H: 8.802 2.370 12.109
H: 7.341 1.409 12.170
H: 6.386 3.540 13.485
H: 8.051 3.807 13.895
H: 7.312 2.320 14.382
H: 9.315 3.035 8.478
H: 9.596 2.449 10.159
H: 9.186 4.167 9.877
O: 5.297 8.723 20.622
S: 6.217 8.900 19.561
O: 5.708 9.441 18.328
O: 7.330 9.907 19.985
C: 8.077 9.606 21.189
C: 8.955 10.783 21.509
C: 7.105 7.420 19.212
H: 8.615 8.660 21.157
H: 7.334 9.509 21.988
H: 8.412 11.727 21.455
H: 9.781 10.898 20.803
H: 9.376 10.686 22.508
H: 8.085 7.641 18.800
H: 6.515 6.870 18.481
H: 7.161 6.837 20.127
O: 4.509 4.686 21.438
S: 5.207 3.587 20.871
O: 4.783 2.253 21.120
O: 5.176 3.868 19.313
C: 5.727 2.864 18.449
C: 4.987 2.837 17.137
C: 6.936 3.710 21.216
H: 5.769 1.898 18.960
H: 6.795 3.009 18.247
H: 4.935 3.826 16.677
H: 3.952 2.526 17.310
H: 5.460 2.162 16.427
H: 7.105 3.219 22.171
H: 7.224 4.757 21.223
H: 7.498 3.223 20.420

Values from the calculation:
2S+1: 6
<S²>: 8.75
Kohn-Sham gap (spin up / spin down): 9.999 / 10.202 eV
HOMO (spin up / spin down): -10.36 / -10.87 eV

Löwdin atomic charge list, values in e, 4 entries: 1.08 0.15 -0.74 -0.10